1.
Formula: C10H16O
Source: the OMol25 dataset
Level of theory: ωB97M-V/def2-TZVPD

Its multiplicity is 1. Its energy is -12674.2440 eV. As for the largest force on an atom: 4.893 eV/Å. The calculation puts the HOMO-LUMO gap at 9.0 eV. The molar mass is 152.2 g mol⁻¹. As for the HOMO energy: -8.16 eV. The structure (SMILES) is Cc1ccc(O)cc1.CCC.

XYZ file:
```
27
C10H16O (ωB97M-V/def2-TZVPD)
O -1.442 -3.367 -0.923
C -1.498 -0.164 1.677
C -2.626 -1.525 0.189
C -1.402 -2.107 -0.226
C -0.287 -0.656 1.170
C 1.600 1.401 -1.440
C -1.311 0.519 2.960
C 2.769 1.687 -0.473
C -0.169 -1.574 0.126
C 1.941 1.121 -2.831
C -2.693 -0.433 0.991
H 3.057 0.794 -0.127
H -3.506 -2.124 -0.020
H 3.580 2.232 -0.908
H 0.867 -1.748 -0.303
H 0.663 -0.296 1.614
H -2.423 -3.741 -1.010
H 0.846 2.200 -1.225
H -3.638 0.114 1.061
H 2.615 0.250 -3.020
H -1.203 1.492 2.722
H -2.189 0.496 3.522
H 2.471 2.017 0.503
H -0.571 0.082 3.707
H 2.566 1.943 -3.342
H 0.977 0.903 -3.478
H 1.005 0.485 -0.916
```

Löwdin atomic charge list, values in e, 5 entries: atom 1 (O): -0.05, atom 2 (C): -0.28, atom 3 (C): -0.06, atom 4 (C): -0.28, atom 5 (C): -0.08

***

2.
Formula: C6H13N
Source: the OMol25 dataset
Level of theory: ωB97M-V/def2-TZVPD

Its multiplicity is 1. Its energy is -7922.0164 eV. As for the largest force on an atom: 1.782 eV/Å. The calculation puts the HOMO-LUMO gap at 10.0 eV. The molar mass is 99.2 g mol⁻¹. As for the HOMO energy: -9.05 eV. The structure (SMILES) is C=C(C)C[C@H](C)N.

XYZ file:
```
20
C6H13N (ωB97M-V/def2-TZVPD)
N -0.851 -0.404 -2.435
C 1.347 0.887 1.285
C 0.384 -1.219 2.103
C 0.212 -0.876 -0.297
C 0.698 -0.454 1.064
C -0.346 0.213 -1.212
C -1.375 1.109 -0.553
H 1.222 1.587 0.473
H 1.109 -1.291 -0.785
H -0.033 -2.209 1.953
H 0.448 -1.010 3.169
H -0.434 -1.749 -0.207
H 0.986 1.320 2.210
H -1.777 1.840 -1.251
H 2.438 0.780 1.304
H 0.462 0.886 -1.439
H -2.239 0.536 -0.201
H -0.989 1.546 0.365
H -0.940 -1.398 -2.312
H -0.322 -0.096 -3.233
```

Löwdin atomic charge list, values in e, 5 entries: atom 1 (N): 0.04, atom 2 (C): -0.07, atom 3 (C): 0.03, atom 4 (C): -0.16, atom 5 (C): -0.36

***

3.
Formula: C36H34CrNOP
Source: the OMol25 dataset
Level of theory: ωB97M-V/def2-TZVPD

Its multiplicity is 4. Its energy is -79129.6566 eV. As for the largest force on an atom: 0.972 eV/Å. The calculation puts the HOMO-LUMO gap (alpha / beta) at 4.5 / 5.7 eV. The molar mass is 579.6 g mol⁻¹. As for the HOMO energy (alpha / beta): -1.88 / -3.11 eV. Its net charge is -1.

XYZ file:
```
74
C36H34CrNOP (ωB97M-V/def2-TZVPD)
Cr -0.115 0.126 0.051
P -0.395 -1.254 -2.073
O -0.208 -3.957 1.619
N 0.191 -1.771 1.079
C -4.064 -0.856 0.624
C -0.130 -3.296 2.854
C 1.757 0.264 -5.854
C 2.130 -1.078 3.172
C 0.171 2.293 -0.650
C -4.253 -0.271 -2.884
C -4.854 -1.492 -3.157
C 1.174 1.579 -1.325
C -2.910 -0.218 -2.575
C 0.093 -3.020 0.630
C -2.147 -1.378 -2.556
C -4.103 -2.653 -3.128
C -5.929 0.377 1.533
C 0.177 -2.936 -1.929
C 0.441 -5.020 -0.707
C -2.750 -2.597 -2.833
C 0.377 -3.669 -3.101
C 0.628 -5.018 -3.112
C 0.398 -0.708 -3.625
C -5.087 1.465 1.755
C -5.386 -0.782 0.961
C 0.482 2.277 0.718
C -3.184 0.246 0.839
C 0.648 -1.006 3.509
C 1.795 -0.762 -3.686
C -0.209 -1.804 2.503
C 2.467 -0.288 -4.787
C 0.236 -3.603 -0.656
C -3.756 1.416 1.424
C -1.852 0.180 0.483
C 1.663 1.557 0.879
C 0.641 -5.695 -1.872
C 2.086 1.103 -0.370
C -0.303 -0.159 -4.694
C 0.371 0.325 -5.801
C 0.145 0.412 3.711
H 2.958 0.501 -0.574
H -1.386 -0.117 -4.664
H -6.025 -1.639 0.775
H -5.488 2.372 2.199
H 2.285 0.643 -6.718
H -0.102 2.733 1.500
H -4.569 -3.608 -3.327
H -2.452 0.722 -2.306
H -0.952 -3.638 3.489
H 0.773 0.948 4.422
H 0.127 0.969 2.773
H -0.189 0.746 -6.624
H -5.914 -1.536 -3.373
H 2.345 -1.188 -2.855
H -0.689 2.768 -1.100
H 2.151 1.362 1.818
H -3.116 2.274 1.603
H 0.813 -6.765 -1.843
H 1.203 1.383 -2.393
H 3.547 -0.340 -4.820
H -3.662 -1.754 0.169
H 2.717 -0.541 3.917
H 2.483 -2.106 3.145
H 0.787 -5.544 -4.043
H 2.323 -0.649 2.190
H -1.248 -1.446 2.575
H -6.979 0.427 1.795
H 0.460 -5.562 0.225
H -0.872 0.402 4.095
H 0.825 -3.549 3.341
H 0.314 -3.149 -4.053
H -2.162 -3.504 -2.800
H -4.842 0.634 -2.874
H 0.507 -1.524 4.473
```

Löwdin atomic charge list, values in e, 5 entries: atom 1 (Cr): 0.44, atom 2 (P): 1.11, atom 3 (O): -0.04, atom 4 (N): 0.04, atom 5 (C): -0.09

***

4.
Formula: C13Cl52
Source: the OMol25 dataset
Level of theory: ωB97M-V/def2-TZVPD

Its multiplicity is 1. Its energy is -664643.2096 eV. As for the largest force on an atom: 1.608 eV/Å. The calculation puts the HOMO-LUMO gap at 11.0 eV. The molar mass is 1999.7 g mol⁻¹. As for the HOMO energy: -11.00 eV.

XYZ file:
```
65
C13Cl52 (ωB97M-V/def2-TZVPD)
Cl 0.330 3.329 -1.930
Cl -4.985 1.597 -2.928
Cl -4.541 -0.197 -5.081
Cl -3.064 5.466 -3.654
Cl 4.734 5.834 2.019
Cl -3.930 4.523 -1.049
Cl -1.256 -1.590 5.055
Cl -1.233 4.290 1.546
Cl 3.909 1.396 2.647
Cl 2.333 -6.099 0.618
Cl 5.731 -3.951 -0.799
Cl 3.488 -4.523 4.276
Cl 0.369 -0.290 -1.091
Cl -4.008 -1.100 -2.402
Cl -5.449 -4.064 -1.645
Cl -6.727 -0.859 -3.517
Cl -4.741 7.199 -1.976
Cl 3.038 8.083 2.127
Cl 3.731 2.321 -0.031
Cl -1.976 1.044 -0.053
Cl -0.019 -4.921 1.703
Cl -1.363 1.267 4.542
Cl 1.506 -6.567 4.389
Cl 4.280 -2.490 -2.737
Cl -0.950 -1.153 -6.093
Cl 1.864 2.043 -3.881
Cl -4.253 -6.245 -0.261
Cl -2.645 -3.998 -1.065
Cl -4.629 -3.653 1.095
Cl 2.190 -3.244 0.938
Cl -1.050 -1.487 1.019
Cl -0.650 0.295 7.231
Cl 1.109 -4.041 5.685
Cl 0.116 4.100 -4.627
Cl 4.008 -0.511 0.416
Cl 1.160 -0.053 5.005
Cl 1.436 -1.492 -4.626
Cl -3.243 6.202 2.289
Cl 2.947 -6.028 6.686
Cl 6.435 -4.256 -3.625
Cl -2.075 6.692 -1.247
Cl 2.644 6.076 0.092
Cl -1.047 -2.612 -3.614
Cl 0.429 0.927 1.509
Cl -3.982 3.514 2.554
Cl -0.927 1.500 -3.784
Cl 0.233 -3.751 -5.867
Cl 0.745 -4.607 -1.132
Cl 6.161 1.219 0.982
Cl 3.937 -5.258 -2.725
Cl -1.950 4.674 4.273
Cl 1.963 5.465 2.769
C 4.405 1.100 1.003
C 1.279 -4.755 0.550
C 0.287 2.690 -3.596
C -2.574 4.640 2.636
C 2.305 -5.254 5.255
C -0.543 0.066 0.332
C -5.075 -0.146 -3.441
C 3.055 6.377 1.746
C -4.262 -4.492 -0.473
C -0.105 -2.253 -5.043
C -3.474 5.966 -2.007
C 5.131 -3.960 -2.445
C -0.560 0.005 5.458
```

Löwdin atomic charge list, values in e, 5 entries: atom 1 (Cl): 0.47, atom 2 (Cl): 0.48, atom 3 (Cl): 0.53, atom 4 (Cl): 0.52, atom 5 (Cl): 0.50

***

5.
Formula: C41H45N4O8P2S3TcTe
Source: the OMol25 dataset
Level of theory: ωB97M-V/def2-TZVPD

Its multiplicity is 4. Its energy is -126157.5006 eV. As for the largest force on an atom: 2.708 eV/Å. The calculation puts the HOMO-LUMO gap (alpha / beta) at 7.0 / 5.3 eV. The molar mass is 1105.6 g mol⁻¹. As for the HOMO energy (alpha / beta): -9.77 / -9.97 eV. Its net charge is +1.

XYZ file:
```
105
C41H45N4O8P2S3TcTe (ωB97M-V/def2-TZVPD)
Te 2.510 -2.693 4.857
Tc -0.135 -0.303 1.210
S -0.303 -4.123 -6.968
S 1.252 3.839 -0.526
S 1.293 1.168 3.564
P -2.091 0.599 0.226
P 2.256 -2.443 2.457
O -0.992 -2.450 -8.858
O 2.534 1.514 2.907
O 1.303 -3.542 1.837
O 0.114 1.227 2.675
O 1.311 -0.037 4.398
O 3.653 -2.800 1.756
O 1.792 -1.118 1.920
O -0.609 -1.850 3.577
N 2.393 4.590 1.729
N -1.317 -1.094 2.645
N 1.231 0.544 0.012
N 0.898 6.118 0.752
C -3.952 -2.541 -1.556
C -3.626 -0.225 2.448
C -3.199 -1.740 -0.718
C -3.547 0.618 1.329
C 2.770 5.499 2.648
C 2.242 6.752 2.629
C 0.389 -4.000 -3.007
C -3.543 0.130 -2.190
C 4.441 2.013 -0.184
C -1.958 2.226 -0.557
C 4.928 -2.525 2.353
C -2.431 4.566 -0.807
C 0.957 2.455 4.774
C -2.973 -0.401 -1.038
C -1.285 2.238 -1.780
C 2.226 -5.784 1.539
C -0.240 -3.570 -5.290
C -0.195 -2.796 -2.608
C -5.959 0.383 2.721
C 2.299 0.776 -0.332
C -1.231 3.398 -2.529
C 0.770 -1.558 -7.496
C -0.852 -2.378 -4.898
C -2.537 -0.981 3.024
C 1.248 6.993 1.653
C 5.194 -1.037 2.500
C 1.247 -4.899 2.289
C -0.816 -1.991 -3.577
C 0.364 -4.384 -4.335
C -0.234 -1.686 -0.223
C -2.491 3.405 -0.052
C -5.883 1.194 1.597
C -1.823 4.558 -2.052
C 3.663 0.845 -0.804
C -0.182 -2.300 -1.281
C 1.505 4.905 0.716
C -4.848 -0.322 3.132
C -0.270 -2.556 -7.915
C -4.497 -2.015 -2.720
C -4.690 1.290 0.903
C -4.294 -0.682 -3.030
H 2.111 -6.817 1.866
H 0.069 -1.229 3.936
H -0.816 1.324 -2.126
H 0.817 -5.316 -4.643
H 1.582 -1.620 -8.223
H 1.896 2.762 5.220
H 4.383 1.961 0.902
H 2.691 3.619 1.830
H -2.787 -1.514 3.939
H 0.359 -0.550 -7.550
H 4.984 -3.015 3.331
H -2.873 5.476 -0.425
H 0.303 2.027 5.527
H -5.094 -2.640 -3.369
H 4.345 -0.556 2.988
H -6.887 0.305 3.269
H 3.250 -5.465 1.722
H -1.281 -1.067 -3.262
H 0.220 -5.220 2.115
H -1.796 5.462 -2.644
H 0.734 7.947 1.615
H 5.654 -2.994 1.690
H 4.023 2.960 -0.518
H -2.953 3.416 0.927
H -1.357 -1.758 -5.626
H -3.408 1.172 -2.443
H -4.913 -0.970 3.996
H -2.785 -2.141 0.198
H 5.485 1.957 -0.487
H 3.501 5.172 3.375
H -6.749 1.743 1.254
H 2.536 7.507 3.339
H -4.722 -0.264 -3.931
H -4.643 1.889 0.004
H -4.124 -3.578 -1.300
H 0.875 -4.623 -2.270
H 3.662 0.915 -1.893
H 1.176 -1.750 -6.510
H 0.466 3.282 4.272
H -0.737 3.393 -3.491
H 4.128 -0.102 -0.518
H 2.030 -5.728 0.469
H 1.449 -4.940 3.367
H 5.334 -0.568 1.527
H 6.084 -0.883 3.108
```

Löwdin atomic charge list, values in e, 5 entries: atom 1 (Te): 0.95, atom 2 (Tc): 1.20, atom 3 (S): 1.02, atom 4 (S): 0.76, atom 5 (S): 0.43

***

6.
Formula: C5H10O2
Source: the OMol25 dataset
Level of theory: ωB97M-V/def2-TZVPD

Its multiplicity is 1. Its energy is -9438.7007 eV. As for the largest force on an atom: 3.302 eV/Å. The calculation puts the HOMO-LUMO gap at 10.5 eV. The molar mass is 102.1 g mol⁻¹. As for the HOMO energy: -9.51 eV.

XYZ file:
```
17
C5H10O2 (ωB97M-V/def2-TZVPD)
O 0.452 1.644 -0.739
O -0.094 -0.373 1.361
C -0.342 -0.186 -0.004
C -0.878 1.221 -0.371
C 2.184 -0.156 -1.055
C 0.764 0.301 -0.916
C -1.275 -0.779 2.028
H -1.271 1.841 0.432
H 2.562 -0.890 -0.335
H -1.020 -0.969 3.073
H -1.518 1.211 -1.262
H -1.682 -1.702 1.586
H -0.806 -1.064 -0.459
H -2.059 -0.006 1.991
H 0.253 -0.116 -2.073
H 2.907 0.634 -1.281
H 1.825 -0.611 -1.976
```

Löwdin atomic charge list, values in e, 5 entries: atom 1 (O): -0.04, atom 2 (O): -0.13, atom 3 (C): -0.29, atom 4 (C): -0.10, atom 5 (C): -0.02

***

7.
Formula: C52H67FO2P2Pb
Source: the OMol25 dataset
Level of theory: ωB97M-V/def2-TZVPD

Its multiplicity is 1. Its energy is -85649.7681 eV. As for the largest force on an atom: 1.406 eV/Å. The calculation puts the HOMO-LUMO gap at 7.5 eV. The molar mass is 1012.3 g mol⁻¹. As for the HOMO energy: -7.04 eV.

XYZ file:
```
125
C52H67FO2P2Pb (ωB97M-V/def2-TZVPD)
Pb -0.224 0.846 0.440
P 2.147 -0.599 -1.253
P -1.417 2.412 -1.519
F -1.468 1.040 -2.675
O -1.699 2.378 2.831
O 1.023 3.129 3.896
C -1.692 5.609 1.367
C 4.572 -1.852 -0.623
C -0.606 -4.167 1.289
C -5.318 3.526 -1.224
C 5.498 -2.530 0.186
C -3.663 -3.960 1.744
C -0.776 4.896 -2.773
C -3.088 0.262 0.491
C -1.486 4.045 -5.315
C -4.054 3.174 -1.757
C 0.665 -3.846 0.809
C 2.139 -5.887 0.539
C 1.350 -0.688 -4.051
C 5.034 -3.213 1.327
C 0.594 4.980 1.023
C -4.911 1.910 0.535
C 1.514 -1.019 3.274
C 0.680 -0.227 4.268
C -0.347 5.769 1.680
C -1.098 5.350 -5.100
C -4.653 0.386 2.398
C 0.358 -2.294 -2.483
C -5.708 2.962 -0.038
C -0.739 5.773 -3.833
C 3.256 0.887 -1.669
C 2.752 -2.467 0.874
C 1.332 -2.698 1.325
C -1.246 -3.449 2.304
C 4.493 0.736 -2.590
C 3.727 1.467 -0.299
C -3.699 1.469 -0.041
C -2.027 -0.464 -0.232
C 2.742 -2.582 -3.203
C -1.189 3.844 -0.226
C 3.689 -3.152 1.657
C 0.735 -1.999 2.383
C -2.087 4.699 0.406
C 3.223 -1.769 -0.254
C -0.541 -2.371 2.814
C -3.509 -0.175 1.738
C 0.167 4.048 0.066
C -3.073 -3.272 4.095
C 0.372 -5.511 -1.116
C -1.578 3.181 -4.234
C -3.213 2.256 -1.153
C -5.354 1.368 1.774
C 1.325 -4.792 -0.164
C -2.566 -3.971 2.820
C 2.299 1.903 -2.326
C 2.517 -0.032 2.676
C -1.204 3.571 -2.943
C 1.666 -1.584 -2.812
H 0.084 -3.002 -3.253
H -6.284 1.740 2.162
H -0.441 6.809 -3.674
H 2.634 2.935 -2.193
H -2.943 -0.970 2.197
H 2.196 -0.199 -4.495
H -0.038 0.450 3.767
H -1.008 -1.797 3.621
H 1.431 -6.490 1.131
H -3.990 -3.752 4.437
H -2.413 -5.035 3.100
H 2.098 -1.702 3.909
H 4.306 0.756 0.300
H 2.408 -3.154 -4.075
H 0.152 2.679 3.756
H 3.409 -3.658 2.562
H -4.050 -2.969 1.597
H 5.368 0.420 -2.031
H 0.888 3.985 3.496
H -0.492 5.304 -1.841
H 4.769 1.683 -3.029
H -0.190 -6.308 -0.659
H -3.262 -2.211 3.938
H -3.155 4.581 0.232
H 2.876 -3.310 -2.377
H -3.223 -4.286 0.804
H 2.248 1.766 -3.383
H 1.663 5.093 1.218
H -2.408 6.225 1.884
H -2.195 -0.458 -1.290
H -6.586 3.226 0.562
H -5.914 4.260 -1.696
H -1.720 3.670 -6.320
H -0.329 -4.828 -1.557
H 3.179 0.275 3.517
H 2.910 -5.531 1.207
H -3.636 3.769 -2.585
H 2.015 0.891 2.339
H 3.713 -2.109 -3.361
H 0.591 0.050 -3.827
H 0.119 -0.869 4.900
H 1.350 0.381 4.901
H 2.049 -4.211 -0.718
H 1.266 1.860 -1.968
H -1.152 -5.035 0.930
H 6.547 -2.530 -0.075
H -0.037 6.559 2.365
H -2.500 1.854 2.910
H 2.842 1.771 0.272
H 5.714 -3.752 1.958
H -4.957 0.008 3.350
H 0.400 -2.832 -1.563
H -1.937 3.205 2.354
H 0.942 -1.326 -4.817
H 0.942 -5.982 -1.954
H -1.924 -1.509 0.077
H -1.947 2.178 -4.393
H -2.357 -3.334 4.901
H -0.459 -1.560 -2.441
H 4.905 -1.347 -1.519
H 3.156 -0.414 1.888
H 2.616 -6.564 -0.197
H 4.390 2.317 -0.496
H -4.465 -4.611 2.004
H 0.914 3.459 -0.456
H -1.046 6.046 -5.938
H 4.334 0.137 -3.484
```

Löwdin atomic charge list, values in e, 5 entries: atom 1 (Pb): 1.23, atom 2 (P): 1.14, atom 3 (P): 0.85, atom 4 (F): -0.43, atom 5 (O): -0.09

***

8.
Formula: C14H9EuN5O7S5
Source: the OMol25 dataset
Level of theory: ωB97M-V/def2-TZVPD

Its multiplicity is 8. Its energy is -109960.0599 eV. As for the largest force on an atom: 1.128 eV/Å. The calculation puts the HOMO-LUMO gap (alpha / beta) at 5.8 / 6.4 eV. The molar mass is 671.6 g mol⁻¹. As for the HOMO energy (alpha / beta): -2.30 / -2.92 eV. Its net charge is -2.

XYZ file:
```
41
C14H9EuN5O7S5 (ωB97M-V/def2-TZVPD)
Eu 0.055 0.209 0.083
S 2.515 2.143 -0.136
S 1.064 2.644 -1.572
S -8.015 4.450 3.878
S 1.641 1.804 1.740
S 0.494 0.905 -2.603
O -7.203 3.559 4.685
O 0.003 -4.136 0.758
O 4.139 -5.453 -0.307
O -9.440 4.167 3.873
O -0.487 -1.975 0.530
O -7.677 5.858 3.986
O 2.034 -5.728 0.319
N -6.346 3.518 1.959
N -2.117 1.484 0.260
N 3.337 -1.392 -0.512
N -8.407 4.399 1.236
N 2.048 -1.413 -0.139
C -3.912 2.282 1.641
C -8.049 4.137 -0.012
C -2.815 1.894 -0.816
C 0.290 -2.964 0.498
C 1.720 -2.673 0.088
C 3.063 -4.973 -0.049
C -2.675 1.697 1.458
C -6.832 3.581 -0.355
C 2.839 -3.509 -0.145
C -7.523 4.059 2.171
C -4.052 2.490 -0.718
C -5.976 3.286 0.709
C 3.852 -2.632 -0.525
C -4.645 2.688 0.531
H 4.871 -2.819 -0.796
H -6.584 3.388 -1.383
H 3.733 -0.485 -0.726
H -8.771 4.380 -0.784
H -4.311 2.427 2.633
H 1.218 -5.169 0.488
H -2.333 1.734 -1.781
H -4.533 2.800 -1.631
H -2.091 1.382 2.325
```

Löwdin atomic charge list, values in e, 5 entries: atom 1 (Eu): 1.06, atom 2 (S): -0.27, atom 3 (S): -0.24, atom 4 (S): 0.39, atom 5 (S): -0.28